The following is a DFT calculation (ωB97M-V with the def2-TZVPD basis set) of 2 unconnected molecules or ions with the total composition C4H8O2.

Cartesian coordinates (Å):
C  1.522  0.855  -0.063
C  0.734  -0.308  -0.598
C  -0.449  -0.245  -1.212
O  -1.193  0.865  -1.469
H  0.935  1.780  -0.001
H  1.888  0.645  0.948
H  2.399  1.069  -0.687
H  1.159  -1.299  -0.468
H  -0.962  -1.136  -1.562
H  -0.698  1.649  -1.194
C  -1.318  -0.932  1.582
O  -1.044  -2.065  1.882
H  -0.734  -0.062  1.946
H  -2.181  -0.677  0.935

Forces on atoms 1 to 3 (eV/Å):
-0.03 0.07 0.01
-0.18 0.01 -0.13
0.27 -0.32 0.08

For the HOMO-LUMO gap, the calculation gives 9.67 eV. As for the maximum force: 0.5 eV Å⁻¹. The charge is 0. The lowest unoccupied orbital energy comes out at 0.0241 hartree. For the HOMO energy, the calculation gives -9.0 eV. For the electronic energy, the calculation gives -8371.0296 eV.


The following is a DFT calculation (ωB97M-V with the def2-TZVPD basis set) of 2 unconnected molecules or ions with the total composition C4H8O2.

Cartesian coordinates (Å):
C  -0.614  0.113  -1.113
C  0.033  -0.838  -0.205
O  -0.228  -2.207  -0.099
C  1.413  -0.367  0.208
C  0.199  0.056  0.927
O  -0.243  2.042  0.732
H  -0.218  0.215  -2.125
H  -0.418  1.646  -0.197
H  -1.704  0.120  -1.038
H  -1.105  -2.340  -0.481
H  2.029  -1.061  0.782
H  1.969  0.307  -0.437
H  -0.024  0.105  1.984
H  -1.127  2.196  1.105

Forces on atoms 1 to 3 (eV/Å):
-0.10 -0.26 -0.21
0.06 0.38 0.08
-0.22 -0.05 -0.08

For the HOMO-LUMO gap, the calculation gives 7.85 eV. As for the maximum force: 0.4 eV Å⁻¹. The charge is 0. The lowest unoccupied orbital energy comes out at 0.0076 hartree. For the HOMO energy, the calculation gives -7.6 eV. For the electronic energy, the calculation gives -8367.0059 eV.


The following is a DFT calculation (ωB97M-V with the def2-TZVPD basis set) of a single C4H8O2 molecule in a non-equilibrium geometry.

Cartesian coordinates (Å):
C  0.436  -1.345  0.270
C  -1.255  -0.609  -1.227
O  -1.293  0.699  -1.090
C  -0.658  1.222  0.054
C  0.713  0.480  0.049
O  1.485  0.836  1.144
H  -0.110  -1.400  1.228
H  -0.133  -2.099  -0.315
H  1.421  -1.807  0.390
H  -1.023  -0.657  -2.319
H  -1.181  1.071  1.007
H  -0.662  2.294  -0.196
H  1.290  0.886  -0.818
H  1.017  0.456  1.896

Forces on atoms 1 to 3 (eV/Å):
0.67 0.97 0.22
-1.88 0.28 -0.75
0.49 0.11 -0.87

For the HOMO-LUMO gap, the calculation gives 8.63 eV. As for the maximum force: 2.0 eV Å⁻¹. The charge is 0. The lowest unoccupied orbital energy comes out at 0.0288 hartree. For the HOMO energy, the calculation gives -7.8 eV. For the electronic energy, the calculation gives -8366.6913 eV.